1.
A cluster of 2 separate species, C5H10O in total, computed with the ωB97M-V functional and the def2-TZVPD basis.

Results
Spin multiplicity: 1
E_HOMO, eV: -9.485
Frontier orbital gap, eV: 10.43
Energy relative to the best compared isomer or geometry (same formula, charge and spin), kcal/mol: 38.5
SMILES: C[C@H]1CCC1=O.[H][H]

Structure (XYZ):
```
16
Properties=species:S:1:pos:R:3:forces:R:3
H 2.2421 -0.7319 0.8082 -0.14 -0.03 -0.06
H -1.4904 2.2450 -0.4089 0.09 -0.11 -0.05
C 0.6206 1.5260 -0.3499 0.17 0.12 0.01
H 1.4969 -1.1882 -0.7351 -0.03 0.04 0.14
C 1.2900 -0.9575 0.3161 0.03 -0.06 0.01
H 0.8655 -1.8540 0.7786 0.06 0.14 -0.07
H -1.5464 -3.1107 1.4909 -0.01 0.02 -0.02
H -1.6387 -2.5879 0.9668 0.01 -0.08 0.07
H -0.9556 1.6415 -1.9955 0.01 -0.02 0.15
C -0.8236 1.5380 -0.9148 -0.11 0.06 -0.08
O -1.7595 -0.7695 -0.5650 0.37 0.45 0.05
H 1.3730 1.3756 -1.1303 -0.12 0.01 0.11
H 0.0977 0.4245 1.4844 0.00 -0.02 -0.15
C -0.9775 0.1217 -0.3625 -0.33 -0.30 -0.08
H 0.9060 2.3894 0.2552 -0.04 -0.13 -0.10
C 0.3280 0.2134 0.4312 0.05 -0.08 0.07
```
Positions in Å, forces in eV/Å.

Here are the natural (NBO) charges for atoms 1 to 5, given in e: atom 1 (H): 0.214, atom 2 (H): 0.235, atom 3 (C): -0.397, atom 4 (H): 0.208, atom 5 (C): -0.605

2.
An isolated molecule of C5H10O in a non-equilibrium geometry, computed with the ωB97M-V functional and the def2-TZVPD basis.

Results
Spin multiplicity: 1
E_HOMO, eV: -9.708
Frontier orbital gap, eV: 10.72
Energy relative to the best compared isomer or geometry (same formula, charge and spin), kcal/mol: 22.6
SMILES: CC(C)CC=O

Structure (XYZ):
```
16
Properties=species:S:1:pos:R:3:forces:R:3
H 1.8579 0.9706 0.0340 0.06 -0.35 -0.04
H -1.5299 -1.4436 -0.0375 0.26 0.13 0.06
C 1.2200 0.1862 0.4734 -0.42 -0.20 -0.45
H -1.9118 1.6604 -0.0757 0.18 -0.06 0.07
O 1.5668 -1.7767 -0.7944 0.52 -0.13 0.24
C 1.8391 -1.1496 0.2012 -0.09 -0.26 -0.44
H 1.3369 0.4111 1.5587 -1.01 -0.25 -0.50
C -1.0654 1.2718 0.5022 -0.01 0.16 0.12
C -1.0903 -0.8246 -0.8295 0.19 0.01 0.18
H 2.5364 -1.5856 0.9498 -0.04 0.20 -0.05
H -0.6211 -1.4887 -1.5586 0.12 0.19 0.28
H -0.4819 2.1104 0.8882 -0.17 0.07 0.05
H 0.1307 0.8382 -1.2442 -0.15 0.11 0.19
H -1.4717 0.7075 1.3508 0.04 0.19 -0.03
C -0.1822 0.3432 -0.3166 0.16 0.16 0.07
H -1.9490 -0.3615 -1.3485 0.35 0.02 0.26
```
Positions in Å, forces in eV/Å.

Here are the natural (NBO) charges for atoms 1 to 5, given in e: atom 1 (H): 0.244, atom 2 (H): 0.200, atom 3 (C): -0.526, atom 4 (H): 0.209, atom 5 (O): -0.530